The molecule C14H21BrN2O3, computed with ωB97M-V with the def2-TZVPD basis set.

- SMILES string: CCCNCc1cc(OCC)c(OCC(N)=O)cc1Br
- Energy: -94023.913 eV
- Lowest unoccupied orbital energy: 0.023 Eh
- HOMO-LUMO gap: 9.02 eV
- F_max: 0.5 eV/A
- ΔE to the lowest compared entry with this formula, charge and spin: 4.7 kJ/mol

Each line ends with the natural charge from an NBO analysis.
Atoms and positions in Å:
C 5.24896 0.14157 -0.93315  -0.608
C 4.79069 -1.24703 -1.36558  -0.400
C 3.78491 -1.87299 -0.40205  -0.210
N 2.49224 -1.22980 -0.51445  -0.623
C 1.47433 -1.79621 0.34766  -0.224
C 0.14825 -1.16754 0.02698  -0.119
C -0.53103 -0.40685 0.97087  -0.238
C -1.73854 0.20894 0.67972  0.254
O -2.44417 1.01390 1.52711  -0.510
C -2.11703 1.04626 2.90381  -0.059
C -2.51165 -0.23323 3.63215  -0.640
C -2.29611 0.05262 -0.60552  0.256
O -3.53263 0.60302 -0.82223  -0.505
C -3.72020 1.38520 -1.98346  -0.159
C -3.26289 2.84099 -1.80472  0.640
N -3.04747 3.18923 -0.52594  -0.825
O -3.13518 3.58673 -2.74915  -0.617
C -1.62294 -0.70088 -1.55156  -0.315
C -0.41476 -1.29741 -1.23329  0.036
Br 0.44769 -2.33397 -2.56456  0.056
H 5.66842 0.11112 0.07120  0.200
H 6.01380 0.51241 -1.61113  0.214
H 4.42332 0.84964 -0.94288  0.196
H 4.33028 -1.19379 -2.35274  0.210
H 5.65930 -1.90497 -1.42973  0.201
H 4.18425 -1.83626 0.62885  0.154
H 3.64103 -2.92542 -0.66706  0.192
H 2.57872 -0.23383 -0.33716  0.354
H 1.69759 -1.67665 1.42384  0.168
H 1.43055 -2.87155 0.13591  0.208
H -0.08303 -0.29568 1.94614  0.213
H -2.69376 1.88951 3.29359  0.195
H -1.05131 1.26636 3.04276  0.170
H -1.96448 -1.08826 3.24256  0.215
H -2.29888 -0.13045 4.69251  0.218
H -3.57466 -0.41770 3.50017  0.219
H -4.79746 1.39255 -2.17462  0.218
H -3.21885 0.97266 -2.86364  0.202
H -2.75470 4.12747 -0.31378  0.402
H -3.15744 2.51395 0.21675  0.424
H -2.04515 -0.84364 -2.53417  0.234